ORCA calculation (the ωB97M-V functional and the def2-TZVPD basis) on 4 unconnected molecules or ions with the total composition C30H39IO12 in a non-equilibrium geometry.

```
82
Properties=species:S:1:pos:R:3
C -3.566 -1.570 1.980
O -4.621 -0.940 2.823
C -4.318 0.482 3.047
C -3.868 0.854 4.587
C -3.322 2.426 4.712
C -1.985 2.627 3.759
C -2.102 3.617 2.421
C -0.771 3.803 1.431
C 0.632 3.001 1.780
C 0.684 2.014 3.129
C -0.586 1.801 4.149
C 2.131 1.210 3.370
O 2.712 1.068 4.568
C 2.821 0.619 1.967
C 3.521 -0.859 1.829
C 4.206 -1.431 0.420
I 5.101 -3.467 0.254
C 4.189 -0.382 -0.883
C 3.478 1.124 -0.773
C 2.783 1.619 0.627
C 2.007 3.087 0.833
O 2.473 4.237 0.307
H -3.346 -0.964 0.991
H -3.851 -2.702 1.766
H -2.557 -1.506 2.614
H -3.496 0.811 2.273
H -5.332 1.073 2.843
H -4.848 0.761 5.248
H -2.999 0.157 4.958
H -4.217 3.113 4.323
H -3.052 2.626 5.834
H -3.089 4.184 2.110
H -0.779 4.475 0.463
H -0.529 1.092 5.107
H 3.538 -1.613 2.746
H 4.673 -0.654 -1.931
H 3.468 1.864 -1.706
C -7.173 -1.569 -0.130
C -6.926 -2.881 -0.853
O -7.347 -2.802 -2.220
C -6.512 -2.131 -3.056
O -5.453 -1.607 -2.743
O -7.074 -2.115 -4.289
C -6.342 -1.349 -5.243
H -8.219 -1.262 -0.236
H -6.935 -1.661 0.933
H -6.563 -0.762 -0.548
H -7.524 -3.670 -0.384
H -5.875 -3.190 -0.788
H -5.296 -1.666 -5.292
H -6.413 -0.285 -4.998
H -6.796 -1.509 -6.226
C 2.242 -9.542 -2.841
C 1.995 -10.092 -1.448
O 3.146 -9.917 -0.613
C 3.340 -8.660 -0.133
O 2.624 -7.693 -0.347
O 4.483 -8.659 0.595
C 4.857 -7.370 1.075
H 3.150 -9.978 -3.272
H 1.397 -9.759 -3.499
H 2.392 -8.458 -2.821
H 1.813 -11.171 -1.512
H 1.108 -9.642 -0.985
H 4.039 -6.896 1.626
H 5.175 -6.741 0.237
H 5.704 -7.494 1.756
C 3.897 6.380 -1.025
C 4.737 7.586 -0.645
O 5.466 8.081 -1.774
C 4.746 8.807 -2.669
O 3.555 9.070 -2.585
O 5.568 9.160 -3.686
C 4.908 9.844 -4.748
H 4.517 5.612 -1.501
H 3.414 5.951 -0.143
H 3.118 6.648 -1.745
H 5.480 7.288 0.104
H 4.129 8.381 -0.197
H 4.346 10.708 -4.379
H 4.248 9.153 -5.281
H 5.670 10.203 -5.446
```

Results
Energy relative to the best compared isomer or geometry (same formula, charge and spin) (kJ/mol): 2056.85
Structure (SMILES): COCCCc1ccc2c(c1)C(=O)c1cc(I)ccc1C2=O.CCOC(=O)OC.CCOC(=O)OC.CCOC(=O)OC
DFT total energy (eV): -64392.2560
E_HOMO (eV): -8.855

---

ORCA calculation (the ωB97M-V functional and the def2-TZVPD basis) on a molecular structure, C25H23AgBrN3O.

```
54
Properties=species:S:1:pos:R:3
Ag 0.504 0.376 -1.201
Br -2.228 -5.361 2.732
C -1.465 -4.313 1.350
C -0.420 -4.832 0.573
C 0.157 -4.067 -0.405
C -0.251 -2.717 -0.690
O 0.413 -2.015 -1.509
C -1.393 -2.260 0.057
C -2.058 -0.995 -0.168
N -1.840 -0.210 -1.157
C -2.624 0.943 -1.313
C -3.942 1.018 -0.942
C -4.700 2.192 -1.138
C -4.142 3.285 -1.727
C -2.797 3.233 -2.171
C -2.187 4.330 -2.824
C -0.906 4.224 -3.269
C -0.226 3.005 -3.059
N -0.746 1.975 -2.445
C -2.030 2.066 -1.983
C -1.940 -3.057 1.079
H -0.072 -5.843 0.751
H 0.961 -4.466 -1.014
H -2.810 -0.734 0.589
H -4.420 0.149 -0.510
H -5.735 2.211 -0.821
H -4.715 4.190 -1.883
H -2.755 5.241 -2.966
H -0.409 5.038 -3.776
H 0.791 2.887 -3.418
H -2.772 -2.663 1.653
C 2.860 -3.103 1.566
N 2.922 -1.663 1.202
C 3.110 -1.482 -0.270
C 1.696 -0.923 1.719
C 1.889 0.559 1.669
C 2.431 1.185 2.796
C 2.630 2.554 2.801
C 2.273 3.284 1.673
C 1.737 2.643 0.562
C 1.520 1.256 0.510
H 3.724 -3.613 1.146
H 1.939 -3.509 1.151
H 2.854 -3.187 2.650
H 3.720 -1.235 1.673
H 2.244 -1.910 -0.779
H 4.036 -1.983 -0.545
H 3.147 -0.414 -0.472
H 1.554 -1.294 2.737
H 0.876 -1.261 1.088
H 2.674 0.604 3.682
H 3.041 3.046 3.673
H 2.409 4.359 1.664
H 1.471 3.256 -0.293
```

Results
Energy relative to the best compared isomer or geometry (same formula, charge and spin) (kJ/mol): 2.59
DFT total energy (eV): -106856.2132
E_HOMO (eV): -6.865

---

ORCA calculation (the ωB97M-V functional and the def2-TZVPD basis) on a molecular structure, C4H6EuO2 in a non-equilibrium geometry.

```
13
Properties=species:S:1:pos:R:3
O -2.823 0.917 -0.619
C -1.685 0.136 -0.634
C -0.645 0.321 0.187
C 0.452 -0.713 0.265
C 1.898 -0.196 0.143
O 2.122 1.010 0.820
Eu 0.574 2.305 0.854
H -3.506 0.492 -0.093
H -1.708 -0.657 -1.399
H 0.311 -1.524 -0.475
H 0.297 -1.014 1.353
H 2.133 -0.098 -0.939
H 2.579 -0.979 0.534
```

Results
Energy relative to the best compared isomer or geometry (same formula, charge and spin) (kJ/mol): 0.00
DFT total energy (eV): -27665.5404
<S²>: 15.762
2S+1: 8
E_HOMO (spin up / spin down) (eV): -7.115 / -7.257

---

ORCA calculation (the ωB97M-V functional and the def2-TZVPD basis) on a molecular structure, C43H42IrN3SSb2Te in a non-equilibrium geometry.

```
93
Properties=species:S:1:pos:R:3
Ir -0.257 0.166 0.147
C -3.230 -1.553 -0.854
C -2.563 -0.753 -1.915
C -3.245 -0.387 -3.072
C -2.560 0.227 -4.104
C -1.179 0.350 -4.009
C -0.562 -0.038 -2.833
N -1.257 -0.487 -1.793
Sb 1.556 -0.678 -2.975
C 1.392 -2.170 -1.326
C 2.064 -3.368 -1.499
C 2.052 -4.298 -0.465
C 1.357 -4.004 0.692
C 0.691 -2.787 0.792
C -0.081 -2.429 2.019
N 0.733 -1.899 -0.205
C 2.476 0.676 -1.501
C 3.648 1.314 -1.863
C 4.469 1.803 -0.855
C 4.141 1.525 0.458
C 2.961 0.842 0.743
C 2.679 0.315 2.105
N 2.108 0.521 -0.235
H -4.117 -1.056 -0.466
H -2.537 -1.775 -0.045
H -3.563 -2.493 -1.293
H -4.295 -0.616 -3.155
H -3.073 0.536 -5.002
H -0.589 0.718 -4.835
H 2.592 -3.575 -2.420
H 2.580 -5.235 -0.565
H 1.325 -4.697 1.519
H -0.865 -3.161 2.206
H -0.545 -1.436 1.888
H 0.571 -2.417 2.890
H 3.912 1.413 -2.906
H 5.381 2.327 -1.097
H 4.812 1.795 1.257
H 3.081 0.969 2.874
H 3.175 -0.653 2.202
H 1.610 0.153 2.250
Te -2.903 1.199 1.296
C -4.612 1.890 0.341
C -4.885 2.477 -0.874
C -6.211 2.907 -0.970
C -6.945 2.655 0.166
S -6.028 1.895 1.369
H -4.160 2.597 -1.661
H -6.633 3.388 -1.834
H -7.980 2.879 0.343
C 0.988 6.188 2.382
C 1.598 5.683 1.119
C 2.415 6.551 0.388
C 2.955 6.189 -0.828
C 2.692 4.932 -1.354
C 1.895 4.051 -0.641
C 1.376 4.413 0.593
Sb 0.099 2.935 1.543
C 0.915 2.597 3.549
C 2.107 3.245 3.842
C 2.674 3.120 5.098
C 2.053 2.335 6.055
C 0.897 1.646 5.740
C 0.325 1.738 4.473
C -0.869 0.893 4.152
C -1.681 4.142 1.854
C -2.131 4.341 3.156
C -3.208 5.173 3.398
C -3.848 5.790 2.334
C -3.395 5.591 1.042
C -2.309 4.764 0.772
C -1.829 4.605 -0.638
H 1.745 6.671 2.999
H 0.507 5.402 2.961
H 0.241 6.950 2.152
H 2.607 7.536 0.788
H 3.564 6.890 -1.376
H 3.097 4.645 -2.313
H 1.655 3.081 -1.062
H 2.604 3.844 3.092
H 3.587 3.646 5.330
H 2.483 2.234 7.040
H 0.421 1.016 6.480
H -0.958 0.079 4.867
H -0.772 0.462 3.147
H -1.792 1.475 4.202
H -1.621 3.871 3.987
H -3.539 5.341 4.409
H -4.701 6.425 2.513
H -3.890 6.090 0.224
H -2.609 4.889 -1.341
H -1.518 3.577 -0.847
H -0.976 5.264 -0.817
```

Results
Net charge: +3
DFT total energy (eV): -83756.8281
<S²>: 1.074
2S+1: 2
E_HOMO (spin up / spin down) (eV): -15.681 / -15.906

---

ORCA calculation (the ωB97M-V functional and the def2-TZVPD basis) on 2 unconnected molecules or ions with the total composition C2H4ClF in a non-equilibrium geometry.

```
8
Properties=species:S:1:pos:R:3
C 0.250 -1.448 -0.622
C -2.275 -0.504 0.553
F 1.093 -0.639 0.142
Cl -1.353 0.878 0.829
H 0.158 -1.136 -1.687
H 0.010 -2.455 -0.304
H -2.669 -0.516 -0.440
H -2.077 -1.174 1.362
```

Results
Energy relative to the best compared isomer or geometry (same formula, charge and spin) (kJ/mol): 0.00
DFT total energy (eV): -17374.1041
<S²>: 2.008
2S+1: 3
E_HOMO (spin up / spin down) (eV): -7.826 / -11.029

---

ORCA calculation (the ωB97M-V functional and the def2-TZVPD basis) on 2 unconnected molecules or ions with the total composition C3H8N2O2 in a non-equilibrium geometry.

```
15
Properties=species:S:1:pos:R:3
O -0.125 1.211 0.246
C 0.714 0.937 -0.689
O 1.193 -0.218 -0.936
C 1.155 2.087 -1.572
H 1.969 1.775 -2.239
H 0.294 2.424 -2.170
H 1.446 2.936 -0.934
N -1.271 -0.486 1.654
C -1.046 -1.732 1.266
N -0.224 -2.051 0.275
H -0.759 0.344 1.064
H -1.911 -0.371 2.460
H -1.607 -2.557 1.780
H -0.201 -3.033 0.032
H 0.371 -1.267 -0.237
```

Results
Energy relative to the best compared isomer or geometry (same formula, charge and spin) (kJ/mol): 28.14
DFT total energy (eV): -10316.6607
E_HOMO (eV): -9.583